Record 1
The molecule C17H20FNO3, computed with ωB97M-V/def2-TZVPD.

Structure (ORCA input):
```
! RIJCOSX wB97M-V def2-TZVPD def2/J DEFGRID3
* xyz 0 1
C 4.550 0.449 -1.732
O 3.262 0.245 -1.218
C 2.507 1.432 -1.124
C 1.155 1.102 -0.505
H 0.583 2.019 -0.355
H 1.322 0.638 0.468
C 0.370 0.123 -1.387
N -0.920 -0.168 -0.821
C -2.111 0.375 -1.218
C -3.070 0.030 -0.297
C -2.442 -0.722 0.706
C -1.114 -0.836 0.362
C -0.070 -1.552 1.089
C 0.080 -1.326 2.458
C 1.041 -1.997 3.189
C 1.857 -2.904 2.539
C 1.721 -3.169 1.189
C 0.751 -2.495 0.471
H 0.613 -2.728 -0.574
H 2.361 -3.898 0.718
F 2.806 -3.559 3.245
H 1.166 -1.824 4.247
H -0.563 -0.608 2.945
H -2.908 -1.164 1.565
H -4.109 0.294 -0.345
C -2.299 1.191 -2.453
H -1.768 0.751 -3.301
H -3.365 1.193 -2.687
C -1.841 2.655 -2.283
C -2.508 3.228 -1.058
O -3.637 3.627 -0.997
O -1.685 3.223 0.000
H -2.149 3.533 0.793
H -0.761 2.715 -2.160
H -2.148 3.231 -3.157
H 0.232 0.547 -2.383
H 0.959 -0.790 -1.485
H 2.376 1.873 -2.127
H 3.036 2.168 -0.499
H 5.130 1.132 -1.098
H 5.035 -0.525 -1.754
H 4.514 0.862 -2.749
*
```

Output
- Highest occupied orbital energy: -7.7 eV
- Kohn-Sham gap: 8.38 eV
- Relative energy (zero: lowest compared OMol25 entry of this formula, charge and spin): 32.12 kcal/mol
- Structure (SMILES): COCCCn1c(CCC(=O)O)ccc1-c1ccc(F)cc1
- LUMO energy: 0.65 eV

***

Record 2
The molecule C17H20FNO4S in a non-equilibrium geometry, computed with ωB97M-V/def2-TZVPD.

Structure (ORCA input):
```
! RIJCOSX wB97M-V def2-TZVPD def2/J DEFGRID3
* xyz 0 1
C 0.869 2.092 3.248
C 1.392 1.462 4.534
C 2.107 0.133 4.299
C 1.165 -1.024 3.937
O 0.507 -0.930 2.690
C 1.151 -1.502 1.582
C 2.171 -0.573 0.898
H 3.069 -0.454 1.506
H 1.703 0.401 0.726
O 2.638 -1.120 -0.321
C 1.801 -1.040 -1.374
C 2.158 -1.498 -2.625
S 0.856 -1.210 -3.720
C -0.065 -0.501 -2.406
N 0.574 -0.498 -1.277
C -1.400 0.007 -2.581
C -1.996 0.054 -3.840
C -3.276 0.552 -3.973
C -4.006 1.007 -2.872
C -3.396 0.947 -1.615
C -2.116 0.461 -1.467
H -1.648 0.417 -0.498
H -3.949 1.295 -0.758
C -5.376 1.546 -3.029
O -5.912 1.825 -4.069
O -5.996 1.714 -1.845
H -6.885 2.070 -1.998
F -3.812 0.570 -5.198
H -1.468 -0.291 -4.717
C 3.437 -2.138 -3.024
H 3.918 -1.574 -3.823
H 4.096 -2.171 -2.162
H 3.265 -3.152 -3.383
H 1.642 -2.445 1.856
H 0.354 -1.712 0.861
H 1.719 -1.970 3.991
H 0.356 -1.056 4.678
H 2.622 -0.159 5.218
H 2.861 0.261 3.521
H 2.089 2.154 5.014
H 0.560 1.302 5.223
H 1.691 2.308 2.570
H 0.352 3.025 3.467
H 0.176 1.416 2.754
*
```

Output
- Highest occupied orbital energy: -8.1 eV
- Kohn-Sham gap: 7.61 eV
- Relative energy (zero: lowest compared OMol25 entry of this formula, charge and spin): 4.70 kcal/mol
- Structure (SMILES): CCCCOCCOc1nc(-c2ccc(C(=O)O)c(F)c2)sc1C
- LUMO energy: -0.48 eV

***

Record 3
A structure of composition C17H20FeN2 in a non-equilibrium geometry, computed with ωB97M-V/def2-TZVPD.

Structure (ORCA input):
```
! RIJCOSX wB97M-V def2-TZVPD def2/J DEFGRID3
* xyz -2 5
C -1.874 0.000 1.634
C -0.778 0.526 0.811
N -0.747 0.680 -0.512
C 0.455 1.291 -0.830
C 0.801 1.770 -2.194
C 1.182 1.470 0.341
N 0.407 0.961 1.364
H -1.509 -0.294 2.623
H -2.651 0.764 1.747
H -2.307 -0.857 1.114
H 1.871 2.017 -2.257
H 0.573 1.037 -2.984
H 0.238 2.678 -2.457
H 2.164 1.920 0.457
C 0.114 2.531 3.521
C 0.835 1.758 4.365
C 2.261 1.341 4.296
C 3.165 1.364 5.440
C 4.398 0.675 5.101
C 4.280 0.205 3.739
C 2.973 0.619 3.237
Fe 2.808 -0.484 4.874
C 1.148 -1.567 4.764
C 1.411 -1.125 6.125
C 2.728 -1.604 6.506
C 3.279 -2.342 5.385
C 2.307 -2.315 4.307
H -0.968 2.367 3.466
H 0.514 3.357 2.920
H 0.553 1.146 2.352
H 0.446 1.558 5.391
H 2.940 1.885 6.360
H 5.279 0.620 5.731
H 5.049 -0.297 3.164
H 2.601 0.462 2.236
H 0.202 -1.476 4.234
H 0.710 -0.612 6.778
H 3.188 -1.490 7.484
H 4.215 -2.894 5.386
H 2.377 -2.866 3.373
*
```

Output
- Highest occupied orbital energy (alpha / beta): 3.3 / -0.2 eV
- Kohn-Sham gap (alpha / beta): 2.12 / 5.44 eV
- LUMO energy (alpha / beta): 5.43 / 5.26 eV

***

Record 4
The molecule C17H20N2O4S in a non-equilibrium geometry, computed with ωB97M-V/def2-TZVPD.

Structure (ORCA input):
```
! RIJCOSX wB97M-V def2-TZVPD def2/J DEFGRID3
* xyz 0 1
C 3.797 -1.517 -1.778
H 3.095 -0.751 -2.119
O 3.148 -2.752 -1.557
C 2.065 -2.762 -0.741
C 1.606 -1.658 -0.038
C 0.444 -1.758 0.726
C -0.247 -2.961 0.818
C 0.240 -4.068 0.144
C 1.378 -3.975 -0.631
H 1.754 -4.828 -1.176
H -0.282 -5.011 0.213
H -1.147 -3.024 1.409
C -0.043 -0.556 1.365
N 0.625 0.548 1.529
C -0.250 1.425 2.106
C -1.460 0.803 2.261
O -1.319 -0.465 1.802
C -2.767 1.263 2.790
H -2.704 1.451 3.862
H -3.519 0.500 2.610
H -3.062 2.185 2.293
C 0.127 2.815 2.402
H 1.188 2.908 2.615
H -0.469 3.229 3.213
S -0.214 3.912 0.929
O -1.614 3.633 0.555
C 0.879 3.046 -0.291
C 0.403 1.827 -1.088
O 1.231 1.087 -1.577
N -0.924 1.738 -1.250
C -1.597 0.820 -2.114
C -1.126 -0.590 -2.283
C -2.390 -0.315 -1.528
H -2.374 -0.442 -0.458
H -3.337 -0.561 -1.983
H -1.194 -1.024 -3.269
H -0.258 -0.902 -1.728
H -2.017 1.316 -2.986
H -1.511 2.395 -0.735
H 1.122 3.816 -1.028
H 1.794 2.778 0.233
H 2.089 -0.698 -0.093
H 4.538 -1.711 -2.552
H 4.302 -1.169 -0.872
*
```

Output
- Highest occupied orbital energy: -8.1 eV
- Kohn-Sham gap: 8.68 eV
- Relative energy (zero: lowest compared OMol25 entry of this formula, charge and spin): 75.40 kcal/mol
- LUMO energy: 0.58 eV

***

Record 5
The molecule C17H20N2O4S2, computed with ωB97M-V/def2-TZVPD.

Structure (ORCA input):
```
! RIJCOSX wB97M-V def2-TZVPD def2/J DEFGRID3
* xyz 0 1
C 3.141 2.810 1.686
C 1.907 3.698 1.743
H 1.517 3.764 2.761
H 2.137 4.699 1.365
O 0.844 3.144 0.963
C 0.752 3.523 -0.308
O 1.456 4.341 -0.837
C -0.350 2.752 -1.019
C 0.318 1.644 -1.767
C 0.456 1.528 -3.114
S 1.344 0.103 -3.523
C 1.473 -0.230 -1.811
N 0.898 0.642 -1.052
S 2.322 -1.617 -1.216
C 2.294 -1.265 0.577
H 3.188 -1.739 0.982
H 2.340 -0.183 0.686
C 1.064 -1.849 1.272
O 1.167 -2.769 2.054
N -0.078 -1.224 0.916
C -1.389 -1.557 1.275
C -1.697 -2.410 2.321
C -3.017 -2.714 2.635
C -4.028 -2.141 1.884
C -3.739 -1.285 0.831
C -2.426 -0.987 0.513
O -2.034 -0.164 -0.518
C -3.023 0.315 -1.394
H -2.489 0.855 -2.176
H -3.713 0.999 -0.889
H -3.590 -0.505 -1.845
H -4.553 -0.861 0.264
H -5.061 -2.361 2.110
C -3.317 -3.634 3.779
H -4.355 -3.959 3.756
H -2.672 -4.509 3.743
H -3.137 -3.126 4.726
H -0.893 -2.850 2.888
H -0.005 -0.462 0.242
H 0.099 2.183 -3.881
H -1.030 2.335 -0.276
H -0.870 3.413 -1.710
H 3.486 2.721 0.658
H 3.934 3.248 2.285
H 2.911 1.820 2.072
*
```

Output
- Highest occupied orbital energy: -8.0 eV
- Kohn-Sham gap: 8.49 eV
- Relative energy (zero: lowest compared OMol25 entry of this formula, charge and spin): 0.00 kcal/mol
- Structure (SMILES): CCOC(=O)Cc1csc(SCC(=O)Nc2cc(C)ccc2OC)n1
- LUMO energy: 0.48 eV

***

Record 6
A structure of composition C17H20N3PdS in a non-equilibrium geometry, computed with ωB97M-V/def2-TZVPD.

Structure (ORCA input):
```
! RIJCOSX wB97M-V def2-TZVPD def2/J DEFGRID3
* xyz 0 6
Pd 2.423 0.531 0.407
C 0.564 -1.080 2.547
N 0.921 -0.631 1.227
C 0.286 -1.170 0.138
C 1.502 -0.819 -1.873
C 1.661 -1.095 -3.248
C 2.997 -1.413 -3.419
C 3.612 -1.285 -2.156
N 2.716 -0.965 -1.227
C -0.825 -0.568 2.833
C -1.017 0.698 3.371
C -2.293 1.218 3.488
C -3.387 0.488 3.051
C -3.200 -0.770 2.506
C -1.927 -1.300 2.401
H 1.291 -0.681 3.267
H 0.585 -2.181 2.602
H 0.206 -2.255 0.050
H 0.888 -1.110 -3.989
H 3.477 -1.709 -4.331
H 4.648 -1.409 -1.897
H -0.159 1.274 3.693
H -2.431 2.202 3.906
H -4.379 0.906 3.128
H -4.049 -1.341 2.160
H -1.776 -2.277 1.963
C -1.653 -0.030 -2.361
C -0.534 0.561 -1.498
C 0.240 1.667 -2.225
C -1.127 1.159 -0.219
N 0.417 -0.498 -1.113
H -2.439 0.705 -2.502
H -2.072 -0.899 -1.860
H -1.283 -0.328 -3.337
H -0.411 2.518 -2.408
H 0.628 1.329 -3.182
H 1.083 1.991 -1.590
H -1.766 2.000 -0.480
H -0.321 1.518 0.439
H -1.720 0.420 0.317
S 5.089 2.466 0.853
C 3.535 2.167 0.567
*
```

Output
- Highest occupied orbital energy (alpha / beta): -6.1 / -8.9 eV
- Kohn-Sham gap (alpha / beta): 6.61 / 6.70 eV
- Relative energy (zero: lowest compared OMol25 entry of this formula, charge and spin): 21.47 kcal/mol
- LUMO energy (alpha / beta): 0.48 / -2.17 eV

***

Record 7
The molecule C17H20N4O3 in a non-equilibrium geometry, computed with ωB97M-V/def2-TZVPD.

Structure (ORCA input):
```
! RIJCOSX wB97M-V def2-TZVPD def2/J DEFGRID3
* xyz 0 1
O -1.940 4.805 5.590
O -2.975 3.274 6.691
N -0.480 -1.242 1.988
N -0.538 2.217 2.834
O 1.835 -3.709 0.011
C -0.011 -2.085 1.089
C -1.050 3.064 3.749
C -0.926 0.915 2.922
C -1.808 0.453 3.914
C 1.887 -2.553 -2.132
C -2.276 1.375 4.883
C 1.498 -1.438 -2.844
C 0.001 -0.765 -1.032
C 1.419 -2.709 -0.835
C 0.454 -1.822 -0.285
C -1.852 2.705 4.814
C 0.551 -0.514 -2.315
N -0.372 0.122 1.918
N -2.264 3.653 5.749
C 3.211 -4.126 -0.087
C -1.328 0.141 -3.706
C -0.172 1.887 -2.234
C 0.863 1.053 -4.374
C -0.006 0.662 -3.153
H -0.149 -3.103 1.377
H -0.698 4.090 3.622
H -2.091 -0.556 3.910
H 2.502 -3.330 -2.570
H -2.967 0.998 5.644
H 1.930 -1.274 -3.826
H -0.772 -0.130 -0.608
H 0.232 0.567 1.271
H 3.567 -4.397 0.911
H 3.852 -3.364 -0.459
H 3.326 -5.018 -0.710
H -1.151 -0.589 -4.473
H -1.900 0.965 -4.191
H -1.966 -0.292 -2.956
H -0.103 2.782 -2.863
H 0.617 1.893 -1.489
H -1.156 1.932 -1.732
H 1.021 0.198 -5.052
H 0.348 1.805 -4.934
H 1.836 1.459 -4.027
*
```

Output
- Highest occupied orbital energy: -8.3 eV
- Kohn-Sham gap: 7.73 eV
- Relative energy (zero: lowest compared OMol25 entry of this formula, charge and spin): 171.91 kcal/mol
- Structure (SMILES): COc1ccc(C(C)(C)C)cc1/C=N\Nc1ccc([N+](=O)[O-])cn1
- LUMO energy: -0.53 eV

***

Record 8
The molecule C17H20N4S, computed with ωB97M-V/def2-TZVPD.

Structure (ORCA input):
```
! RIJCOSX wB97M-V def2-TZVPD def2/J DEFGRID3
* xyz 0 1
C -0.682 3.715 4.828
C -0.070 3.204 3.560
C 0.433 1.917 3.479
C 1.000 1.438 2.298
C 1.083 2.277 1.191
C 0.580 3.563 1.271
C 0.002 4.025 2.438
H -0.388 5.030 2.489
H 0.649 4.212 0.411
H 1.555 1.933 0.285
N 1.502 0.134 2.300
C 1.925 -0.641 1.255
N 1.303 -0.534 0.056
C 1.813 -1.280 -1.075
H 2.879 -1.457 -0.930
C 1.064 -2.612 -1.221
N -0.352 -2.360 -1.356
C -0.969 -2.201 -2.570
N -2.099 -1.488 -2.564
C -2.785 -1.355 -3.684
C -2.401 -1.906 -4.892
C -1.228 -2.652 -4.908
C -0.501 -2.808 -3.749
H 0.399 -3.400 -3.758
H -0.885 -3.112 -5.824
H -2.990 -1.765 -5.783
H -3.690 -0.766 -3.596
C -0.862 -1.624 -0.220
H -1.924 -1.444 -0.376
C -0.123 -0.286 -0.057
H -0.495 0.236 0.821
H -0.301 0.333 -0.942
H -0.710 -2.234 0.677
H 1.452 -3.166 -2.072
H 1.226 -3.209 -0.317
H 1.659 -0.673 -1.974
S 3.175 -1.694 1.538
H 1.881 -0.175 3.186
H 0.390 1.266 4.341
H -0.133 4.584 5.188
H -1.712 4.021 4.654
H -0.671 2.953 5.603
*
```

Output
- Highest occupied orbital energy: -7.8 eV
- Kohn-Sham gap: 8.46 eV
- Relative energy (zero: lowest compared OMol25 entry of this formula, charge and spin): 0.00 kcal/mol
- Structure (SMILES): Cc1cccc(NC(=S)N2CCN(c3ccccn3)CC2)c1
- LUMO energy: 0.68 eV

***

Record 9
A structure of composition C17H20N5OOsSi in a non-equilibrium geometry, computed with ωB97M-V/def2-TZVPD.

Structure (ORCA input):
```
! RIJCOSX wB97M-V def2-TZVPD def2/J DEFGRID3
* xyz 3 1
Os 0.196 0.812 -0.163
N 4.176 -0.480 -0.237
C 2.956 -0.233 -0.598
N 2.044 0.293 0.260
C 2.396 0.428 1.636
N 1.446 0.664 2.480
N 0.249 0.695 1.821
C -0.874 0.632 2.463
C -2.056 0.548 1.637
C -3.323 0.350 2.135
C -4.374 0.138 1.229
C -4.101 0.109 -0.125
C -2.798 0.317 -0.568
N -1.797 0.558 0.287
C 3.772 0.249 2.017
C 4.234 0.507 3.308
C 5.571 0.307 3.602
C 6.455 -0.155 2.627
C 6.016 -0.424 1.338
C 4.679 -0.217 1.050
H 4.805 -0.891 -0.924
H 2.657 -0.436 -1.619
H -0.888 0.589 3.548
H -3.495 0.339 3.203
H -5.381 -0.018 1.594
H -4.881 -0.072 -0.853
H -2.554 0.315 -1.623
H 3.545 0.857 4.064
H 5.935 0.506 4.601
H 7.496 -0.308 2.875
H 6.700 -0.794 0.584
C 0.496 3.852 -3.809
Si 0.062 3.711 -2.008
C -1.634 4.341 -1.556
C 1.207 4.709 -0.936
O 0.178 2.008 -1.404
H 0.353 4.900 -4.079
H -0.132 3.243 -4.459
H 1.534 3.586 -4.010
H -1.667 5.366 -1.926
H -1.804 4.313 -0.481
H -2.417 3.771 -2.060
H 1.130 5.723 -1.327
H 2.232 4.355 -1.054
H 0.918 4.668 0.113
*
```

Output
- Highest occupied orbital energy (alpha / beta): -18.2 / -18.2 eV
- Kohn-Sham gap (alpha / beta): 5.77 / 5.77 eV
- Relative energy (zero: lowest compared OMol25 entry of this formula, charge and spin): 0.00 kcal/mol
- LUMO energy (alpha / beta): -12.38 / -12.39 eV

***

Record 10
The molecule C17H20N8O2S in a non-equilibrium geometry, computed with ωB97M-V/def2-TZVPD.

Structure (ORCA input):
```
! RIJCOSX wB97M-V def2-TZVPD def2/J DEFGRID3
* xyz 0 1
O -1.021 1.181 -1.877
N -4.386 -3.310 1.706
N 1.814 3.250 -4.295
N -2.951 -4.097 4.860
N -1.364 -2.745 3.802
O 3.895 4.069 -5.194
S -5.298 -4.715 3.693
C -0.195 0.895 -1.026
C -5.398 -4.054 2.111
C -1.772 -3.537 4.753
C 1.144 2.564 -3.331
C 3.165 3.386 -4.208
C -3.754 -3.966 3.826
C -2.181 -2.595 2.761
C 3.836 2.881 -3.136
C -3.417 -3.255 2.701
C 1.786 2.020 -2.175
C 3.170 2.257 -2.066
N -0.954 -3.592 5.739
N 1.143 1.258 -1.169
N -0.592 0.272 0.140
N -1.615 -1.807 1.750
C 3.191 4.761 -6.239
C 3.959 1.849 -0.841
C -1.978 0.296 0.591
C 0.347 -0.328 1.095
C -2.496 -1.133 0.767
C -0.134 -1.749 1.514
H -6.253 -4.209 1.453
H 0.102 2.380 -3.476
H 4.911 3.019 -3.120
H -0.246 -2.843 5.696
H -1.396 -3.781 6.630
H 1.719 1.023 -0.366
H 2.586 5.547 -5.771
H 3.898 5.223 -6.903
H 2.517 4.120 -6.797
H 3.420 1.958 0.106
H 4.844 2.477 -0.740
H 4.283 0.803 -0.967
H -2.602 0.787 -0.161
H -2.044 0.862 1.541
H 1.366 -0.457 0.680
H 0.424 0.285 1.994
H -2.454 -1.662 -0.204
H -3.547 -1.089 1.076
H 0.433 -2.091 2.366
H 0.097 -2.407 0.707
*
```

Output
- Highest occupied orbital energy: -8.0 eV
- Kohn-Sham gap: 8.49 eV
- Structure (SMILES): COc1cc(C)c(NC(=O)N2CCN(c3nc(N)nc4scnc34)CC2)cn1
- LUMO energy: 0.45 eV

***

Record 11
A structure of composition C17H20N8O2S2 in a non-equilibrium geometry, computed with ωB97M-V/def2-TZVPD.

Structure (ORCA input):
```
! RIJCOSX wB97M-V def2-TZVPD def2/J DEFGRID3
* xyz 0 1
O -3.726 -0.037 -0.162
N -2.893 -0.208 -0.963
O -2.761 -1.575 -1.282
C -1.529 -2.159 -0.768
C -0.766 -1.268 0.209
C 0.036 -0.224 -0.179
C 0.705 0.614 0.850
S 1.732 2.046 0.380
C 0.581 0.372 2.193
C -0.263 -0.725 2.594
N -0.482 -1.064 3.892
S -1.447 -2.366 3.752
N -1.659 -2.554 2.156
C -0.920 -1.549 1.617
H -0.911 -2.499 -1.619
H -1.843 -3.076 -0.237
H 0.132 -0.040 -1.273
H 3.027 1.645 0.477
H 1.091 1.011 2.919
C 0.777 1.411 6.717
C 1.884 1.505 5.776
N 2.757 1.578 5.036
H 0.083 0.620 6.431
H 1.130 1.193 7.724
H 0.214 2.344 6.760
C -6.374 -2.138 -0.594
C -7.781 -2.099 -0.974
N -8.888 -2.068 -1.273
H -5.967 -1.136 -0.469
H -6.231 -2.668 0.347
H -5.771 -2.642 -1.349
C 2.693 -0.879 -3.510
C 1.753 0.181 -3.184
N 1.014 1.018 -2.918
H 2.199 -1.701 -4.027
H 3.489 -0.513 -4.157
H 3.159 -1.283 -2.611
C -1.340 2.474 -5.517
C -0.147 1.754 -5.935
N 0.795 1.185 -6.258
H -1.657 3.189 -6.276
H -2.171 1.793 -5.338
H -1.163 3.028 -4.595
C 6.555 1.305 1.296
C 5.598 1.145 0.210
N 4.842 1.017 -0.645
H 6.257 0.732 2.174
H 7.548 0.966 1.001
H 6.639 2.349 1.598
*
```

Output
- Highest occupied orbital energy: -8.9 eV
- Kohn-Sham gap: 8.03 eV
- LUMO energy: -0.87 eV